Entry 1:
# C38H64Cl14O18

13 unconnected molecules or ions with the total composition C38H64Cl14O18 (wB97M-V/def2-TZVPD, OMol25).

XYZ file:
```
134
Properties=species:S:1:pos:R:3
Cl -1.8352 5.8503 -3.9145
Cl 3.8582 -3.4709 -1.6039
Cl -1.3262 -3.8493 -0.7307
Cl 3.3227 -3.4991 -5.8925
Cl 3.3009 4.2357 0.8268
Cl -0.1210 -4.6784 -3.7255
Cl -3.2091 5.4962 -0.8793
Cl -2.5407 -2.4433 2.7698
Cl 1.9470 1.4760 8.4252
Cl -5.7444 0.2808 -2.2379
Cl -5.4891 -3.8226 2.2101
Cl -5.2709 0.7696 0.8970
Cl 1.0455 -1.4254 7.0708
Cl 0.7142 6.1063 2.4075
O -1.5055 3.6741 3.6069
O 4.6347 0.4729 3.7611
O -1.8673 2.0423 2.2818
O -0.2625 3.2330 -2.9029
O 0.9541 -6.0217 4.1202
O 0.0752 3.2731 -5.0780
O 4.2153 -1.1632 2.3894
O -2.7650 0.8600 -3.4013
O 2.0608 -7.9869 4.1438
O 1.6141 -0.5872 -2.8091
O 0.0666 2.1319 3.5515
O -3.9414 2.0243 -4.9690
O 1.8862 3.3026 -3.8240
O 1.0463 -1.0002 -0.6772
O 3.0195 -6.1449 3.3953
O -2.4755 0.4423 -5.5491
O 3.3634 -1.2992 4.4487
O 0.9367 1.0147 -1.4094
C -3.0800 4.6145 -3.5986
C 0.1792 -4.6234 -0.9109
C 4.0274 -3.0475 -3.3305
C 0.1910 -0.4107 0.2426
C 4.2575 -0.0495 0.2984
C 2.6460 -4.7689 3.3069
C 1.0884 3.2107 -6.0412
C 2.9851 -3.7532 -4.1468
C 0.0883 -5.5533 -2.1194
C 4.0142 -0.7000 3.6227
C 0.4625 -0.9412 1.6490
C -0.4710 -0.7084 -5.5643
C 1.3270 -0.1885 -1.7293
C -1.8171 -0.5433 -4.8421
C -3.0387 2.8714 2.0530
C 0.5262 3.3156 -3.8433
C -1.7260 -0.0615 -3.4272
C 2.0004 5.1842 0.0775
C 2.3185 3.1965 -5.1483
C -4.3889 -4.2284 3.5203
C -2.9571 -4.1707 3.0234
C 1.7443 1.3127 6.6685
C 3.1116 1.8694 -5.2281
C 5.1655 0.8927 2.5081
C 0.6402 5.1918 0.8721
C 4.9820 -0.2946 1.6226
C -1.0267 2.5740 3.1974
C -3.1425 1.1777 -4.6771
C 0.4723 1.0386 -0.0518
C -4.1037 4.9545 -2.3851
C -2.8804 3.8638 3.1918
C 0.7070 0.1866 6.3932
C 1.1083 -4.7411 3.4854
C -6.6078 -0.6622 -0.9854
C -5.7491 -0.7963 0.2530
C -2.9883 5.3002 2.6542
C 0.6860 -3.6442 4.4299
C 2.0865 -6.7802 3.9590
H 0.6070 -2.0216 1.6599
H 1.0017 -6.1417 -2.2063
H 1.9932 -3.3188 -4.0219
H 5.9953 -0.6730 1.4879
H 1.8225 4.7077 -0.8866
H 3.9522 -1.9625 -3.4026
H 0.2253 -1.1999 -4.8849
H 1.0921 1.5370 0.6936
H 2.9525 -4.2806 2.3819
H -0.2901 0.4809 6.7205
H 3.1588 -4.2040 4.0854
H -2.2094 -4.6103 3.6835
H 0.3880 -5.1444 0.0235
H 0.9963 -3.8003 5.4630
H -4.7865 5.7466 -2.6924
H -0.3454 -0.7110 2.3435
H -4.6501 4.0596 -2.0875
H 3.1987 1.6535 -6.2929
H -3.6759 4.4969 -4.5037
H 2.9194 -4.8193 -3.9295
H -1.9588 -0.8669 -2.7306
H -2.8672 5.9273 3.5374
H -4.6224 -3.4883 4.2857
H 0.6166 -0.0204 5.3269
H -6.4146 -1.2107 1.0102
H 1.3804 2.2889 6.3480
H -0.1276 5.6590 0.2554
H -0.7475 0.3712 -3.2187
H 1.4257 -0.6021 2.0303
H -3.0048 -4.6126 2.0282
H -3.0448 3.2970 1.0495
H 0.9474 -3.8761 -1.1094
H 2.5479 1.0361 -4.8086
H -0.4951 -1.2441 -6.5133
H 5.0744 -3.2266 -3.5750
H -2.5669 3.6899 -3.3340
H 1.1892 4.0969 -6.6678
H -6.8917 -1.5927 -1.4770
H -2.2105 5.5676 1.9389
H -0.4292 1.6358 0.0849
H -3.9734 2.3139 2.1137
H -0.8012 -6.1740 -2.0118
H 2.4475 6.1727 -0.0275
H 4.9442 0.5309 -0.3178
H -4.8801 -1.4516 0.1926
H -4.6473 -5.2239 3.8814
H 2.7391 1.2159 6.2335
H 0.3729 4.1852 1.1937
H -0.3855 -3.7621 4.5913
H 3.2878 0.3669 0.5709
H 6.2397 0.9989 2.6591
H 4.0337 -1.0029 -0.1802
H -2.3281 -1.5059 -4.8247
H 2.8594 4.1296 -5.3057
H -3.9559 5.5282 2.2071
H -0.8458 -0.6716 0.0307
H 4.0094 1.9349 -4.6135
H -7.5767 -0.2214 -0.7508
H 0.9736 -2.6425 4.1104
H 4.6756 1.7988 2.1515
H 0.9469 2.3372 -6.6776
H -3.4947 3.7002 4.0772
H 0.5809 -4.7891 2.5327
H 0.0863 0.2258 -5.6329
```

Values from the calculation:
Highest occupied orbital energy = -10.209 eV
Charge = 0

---

Entry 2:
# C2H2N6

A single C2H2N6 molecule (wB97M-V/def2-TZVPD, OMol25).

XYZ file:
```
10
Properties=species:S:1:pos:R:3
N -0.3098 1.9945 -0.5574
N -1.1181 -1.1432 -0.7250
N -1.3109 -1.0910 0.6966
N -0.2375 -0.9127 1.4204
N -0.2923 -0.3377 -1.2614
N 1.3220 0.3290 0.1559
C 0.1999 0.8489 -0.5705
C 0.9972 -0.6621 0.8847
H -0.9708 2.3907 -1.3375
H 1.7202 -1.4164 1.2940
```

Values from the calculation:
Highest occupied orbital energy = -9.700 eV
SMILES = [H]/N=c1/ncnnnn1
Energy relative to the best compared isomer or geometry (same formula, charge and spin) = 257.3 kJ/mol
Charge = 0

---

Entry 3:
# C20H27N3O3S

A single C20H27N3O3S molecule (wB97M-V/def2-TZVPD, OMol25).

XYZ file:
```
54
Properties=species:S:1:pos:R:3
S 2.3180 2.3965 -0.2453
O 2.7234 3.5874 0.4412
O -2.7107 1.6683 1.2745
O 2.1765 2.4613 -1.6780
N -3.5956 1.0265 -0.6916
N 0.9448 1.8110 0.5168
N -5.4833 -2.1254 -0.0857
C 6.0876 -2.0127 1.1856
C 3.7300 0.8389 1.5018
C -5.8734 -2.1397 1.3104
C -5.2752 -3.4729 -0.5761
C -4.6271 0.1934 -0.1200
C 4.5874 -0.1665 1.8488
C 4.0221 0.3268 -0.8399
C -0.6138 1.3454 -1.3398
C -4.3162 -1.2955 -0.3207
C 0.0520 2.8001 1.0846
C -1.6070 2.3745 -0.7771
C -2.6707 1.6667 0.0621
C 4.9123 -0.7191 -0.5122
C -0.8455 3.4364 0.0237
C 5.1975 -0.9688 0.8578
C 0.2591 0.7753 -0.2201
C 6.3842 -2.5230 -1.1457
C 3.4561 1.0741 0.1490
C 6.6670 -2.7713 0.2067
C 5.5255 -1.5195 -1.4983
H -1.1384 0.5298 -1.8427
H 4.8142 -0.3633 2.8864
H -2.1195 2.8641 -1.6139
H -3.4640 -1.5807 0.3225
H -1.5519 4.1102 0.5102
H -6.7484 -2.7774 1.4241
H 5.3038 -1.3208 -2.5365
H 3.7875 0.5474 -1.8703
H -0.5599 2.3066 1.8432
H 6.8525 -3.1320 -1.9047
H -6.1393 -1.1342 1.6262
H 1.0214 0.1107 -0.6340
H -5.5887 0.4217 -0.5877
H 6.3045 -2.2010 2.2272
H 0.6806 3.5578 1.5524
H 0.0403 1.8397 -2.0597
H -3.4980 1.0181 -1.6944
H -0.2206 4.0125 -0.6628
H 7.3485 -3.5677 0.4668
H -5.0558 -3.4392 -1.6425
H -0.3534 0.2127 0.4924
H -6.1888 -4.0468 -0.4303
H 3.2545 1.4704 2.2343
H -5.0749 -2.5178 1.9673
H -4.4500 -3.9918 -0.0636
H -4.6672 0.4461 0.9405
H -4.0141 -1.4434 -1.3628
```

Values from the calculation:
Highest occupied orbital energy = -8.679 eV
SMILES = CN(C)CCNC(=O)C1CCN(S(=O)(=O)c2ccc3ccccc3c2)CC1
Energy relative to the best compared isomer or geometry (same formula, charge and spin) = 139.4 kJ/mol
Charge = 0

---

Entry 4:
# C24H34BN4

2 unconnected molecules or ions with the total composition C24H34BN4 (wB97M-V/def2-TZVPD, OMol25).

XYZ file:
```
63
Properties=species:S:1:pos:R:3
N 2.9347 5.8213 1.6545
N 1.7862 -2.6319 -3.7215
N -5.1490 -3.1686 -0.2650
N -2.5370 -1.2562 2.4050
C 1.6389 0.3009 -1.5258
C 1.9618 0.3557 0.9994
C 2.1341 1.7481 1.1798
C -5.9536 -4.3273 0.0830
C 1.6187 4.0710 0.6265
C 2.6571 4.5014 1.5009
C 1.8161 -1.7444 -0.1841
C 1.8590 -2.5079 -1.3172
C -5.3145 -2.7330 -1.6368
C 4.1834 6.2928 2.2195
C 1.7176 -1.8843 -2.5891
C 3.0823 2.2116 2.1454
C -3.2741 -1.6892 0.1492
C -2.4083 -1.1042 1.0575
C 1.5132 -0.4754 -2.6570
C -4.3012 -2.5524 0.6012
C 1.7902 -0.3110 -0.2284
C 1.3060 -2.1576 -5.0025
C 3.4012 3.5457 2.2455
C 1.3814 2.7217 0.4529
C 2.0415 6.8682 1.2087
C 2.4619 -3.9126 -3.7597
C -4.4093 -2.7345 2.0071
C -3.5667 -2.0343 2.8607
B -1.4700 -0.5287 3.3627
H 3.2721 -3.9543 -3.0265
H -4.6813 -3.3065 -2.3278
H 4.4117 7.2788 1.7960
H 0.6172 2.3969 -0.2526
H -1.5718 -0.4937 0.7254
H 1.8928 -2.2126 0.8018
H 2.0622 -0.2846 1.8803
H -0.5235 -0.0628 2.6837
H -5.0972 -1.6726 -1.7531
H 0.5614 -1.3720 -4.8684
H 2.8876 -4.0629 -4.7613
H -5.1700 -3.3893 2.4401
H -3.1229 -1.4932 -0.9087
H -6.3514 -2.9094 -1.9499
H 1.0180 6.5010 1.1358
H 3.6235 1.4716 2.7344
H 2.1300 -1.7634 -5.6189
H -2.0254 0.3090 4.0469
H 1.0359 4.8125 0.0788
H 0.8454 -2.9933 -5.5485
H 2.3503 7.2612 0.2279
H 4.2098 3.8779 2.9020
H -6.0409 -4.9830 -0.7964
H 4.1255 6.3998 3.3126
H -6.9802 -4.0418 0.3576
H -5.5094 -4.8990 0.8981
H 5.0053 5.6123 1.9837
H 1.9611 -3.5956 -1.2593
H 1.6877 1.3856 -1.6352
H 2.0718 7.6945 1.9298
H 1.3077 -0.0210 -3.6297
H -0.9881 -1.3369 4.1379
H 1.7712 -4.7447 -3.5582
H -3.6878 -2.0930 3.9491
```

Values from the calculation:
Highest occupied orbital energy = -10.103 eV
Energy relative to the best compared isomer or geometry (same formula, charge and spin) = 0.0 kJ/mol
Charge = +1

---

Entry 5:
# C22H39N2O2P3Pt

A molecular structure, C22H39N2O2P3Pt (wB97M-V/def2-TZVPD, OMol25).

XYZ file:
```
69
Properties=species:S:1:pos:R:3
Pt 1.2616 0.0444 -0.7089
P -1.4124 2.4787 -0.5754
P -0.5874 -2.8569 -0.0658
P 3.3908 0.5771 0.3187
O 1.1673 -1.3694 1.9666
O 0.6854 2.0480 1.4081
N -2.8882 -0.4217 0.4062
N -1.3753 0.0443 2.0884
C 0.7392 -1.5423 -2.7439
C 3.7776 2.2256 -0.3249
C 2.0426 -1.0467 -2.5428
C -1.3118 -3.4993 1.4710
C -0.3284 -0.6512 -2.9026
C 0.4155 1.5213 0.3658
C -1.1210 0.2758 3.3820
C 2.2912 0.3576 -2.6547
C -2.6389 -0.2233 1.7472
C -2.9116 2.0232 -1.5288
C -1.7710 -3.3887 -1.3447
C -2.1088 0.2402 4.3733
C -2.1008 3.3682 0.8412
C -0.0957 0.7240 -3.0037
C 0.9327 -1.1142 0.8395
C 0.8304 -3.9787 -0.3206
C 4.5162 -0.6576 -0.3960
C 1.1985 1.2379 -2.8419
C 3.7547 0.6142 2.0865
C -3.7064 -0.2776 2.6695
C -3.4297 -0.0490 4.0074
C -0.6661 3.8042 -1.5762
H -1.4003 4.6181 -1.6439
H -3.5556 1.3848 -0.9132
H 3.3121 0.7436 -2.6396
H 1.3796 2.3120 -2.9372
H 5.5405 -0.4651 -0.0601
H 4.8577 2.3935 -0.2730
H -0.4099 3.4497 -2.5822
H -1.9443 -4.4618 -1.2171
H 0.2390 4.1551 -1.0643
H -2.7174 -2.8504 -1.2212
H 1.4858 -3.9287 0.5610
H 2.8807 -1.7375 -2.4036
H -1.8169 0.4405 5.4033
H -1.3034 3.9666 1.2876
H 3.0696 1.3003 2.5904
H -4.2185 -0.0895 4.7596
H -0.6844 -3.1940 2.3134
H -2.1056 -0.5878 -0.2261
H 3.6424 -0.3837 2.5180
H 4.2060 -1.6512 -0.0451
H 3.2595 2.9676 0.2948
H -0.9149 1.3787 -3.3061
H -2.9070 4.0049 0.4672
H -4.6962 -0.4916 2.2694
H -3.4404 2.9520 -1.7804
H -0.0914 0.5084 3.6534
H -2.6631 1.4903 -2.4525
H -1.3453 -4.5886 1.3872
H 0.5797 -2.6207 -2.8134
H 0.4360 -4.9969 -0.4437
H -2.3212 -3.0988 1.6017
H -3.7780 -0.8196 0.1390
H 4.7861 0.9592 2.2244
H -2.4876 2.6516 1.5696
H -1.3900 -3.1958 -2.3512
H 1.3993 -3.6820 -1.2127
H 4.4794 -0.6629 -1.4899
H 3.4309 2.3482 -1.3559
H -1.3430 -1.0266 -3.0479
```

Values from the calculation:
Multiplicity = 5
Highest occupied orbital energy (alpha / beta) = -18.597 / -20.466 eV
Energy relative to the best compared isomer or geometry (same formula, charge and spin) = 0.0 kJ/mol
Charge = +4

---

Entry 6:
# C13H22BF7NO3ReSSi2

A molecular structure, C13H22BF7NO3ReSSi2 (wB97M-V/def2-TZVPD, OMol25).

XYZ file:
```
51
Properties=species:S:1:pos:R:3
Re -1.3817 0.3289 -0.2078
S -3.8961 -0.0968 -0.0710
Si 1.8791 1.2566 -0.7813
Si 0.9711 -1.9196 -0.8709
F -1.9538 2.9391 0.9213
F -0.8696 1.8600 -1.2148
F -5.7248 -1.7336 0.6614
F -1.3333 4.7153 -0.3654
F -6.2386 -0.4988 -1.0564
F -4.8725 -2.1691 -1.2858
F -3.2315 3.5353 -0.8603
O -2.8224 -0.9878 0.5740
O -3.2023 0.2935 -1.3727
O -4.3602 0.9496 0.7686
N -0.5313 0.2501 1.6511
C 0.7185 -0.1495 -0.1492
C -0.2229 -3.0298 0.0198
C -0.1639 0.0200 3.9442
C 2.6751 -2.5368 -0.5342
C 0.6085 -1.7893 -2.6809
C 1.5450 1.6654 -2.5576
C 1.1321 -0.4273 3.6476
C 1.5960 2.6768 0.3874
C -0.9992 0.3498 2.9151
C 1.5804 -0.5364 2.3469
C 3.6253 0.6866 -0.5780
C 0.7000 -0.1745 1.3351
C -5.3062 -1.2224 -0.4782
B -2.1256 3.6947 -0.1744
H 0.5359 -2.7732 -3.1500
H -0.3132 -3.9867 -0.5018
H -0.3362 -1.2680 -2.8728
H 1.7966 -0.6951 4.4594
H 2.7316 -3.5645 -0.9098
H 0.7407 1.0684 -2.9839
H 1.2397 2.7097 -2.6438
H -2.0125 0.7008 3.0527
H 0.1396 -3.2398 1.0303
H 0.5662 2.7331 0.7424
H 2.5788 -0.8790 2.1169
H -1.2338 -2.6284 0.1065
H 2.8983 -2.5757 0.5340
H 3.4519 -1.9657 -1.0331
H 3.8224 0.1656 0.3608
H 4.2626 1.5773 -0.6000
H -0.5086 0.1042 4.9642
H 3.9413 0.0465 -1.4020
H 2.4417 1.5230 -3.1647
H 2.2545 2.6039 1.2573
H 1.4009 -1.2358 -3.1896
H 1.8065 3.6295 -0.1068
```

Values from the calculation:
Multiplicity = 4
Highest occupied orbital energy (alpha / beta) = -12.657 / -12.928 eV
Energy relative to the best compared isomer or geometry (same formula, charge and spin) = 56.1 kJ/mol
Charge = +1

---

We obtain max |F| values of 5.99 4.63 1.15 1.01 5.04 1.97 eV/A for the records listed above, in that order.